Entry 1:
Below is a structure of composition C18H43BCl2FN3NbOS in a non-equilibrium geometry, with properties calculated with wB97M-V/def2-TZVPD.

```
! wB97M-V def2-TZVPD RIJCOSX def2/J DEFGRID3
* xyz -1 1
C -3.01269 6.85016 4.73118
C -3.72866 5.77299 3.84086
B -2.64718 4.65426 3.38166
O -2.84606 3.35715 3.92206
Nb -0.96685 5.24313 1.90503
F 0.50697 5.82067 0.55942
N -2.24811 6.78853 1.07176
C -2.28440 6.74917 -0.11825
S -2.34835 6.53669 -1.71310
C 0.53901 3.77451 2.76647
Cl 0.35716 3.74115 4.58292
C 0.57942 2.35101 2.12805
C 0.49933 2.34313 0.57626
Cl -0.59989 1.17708 2.87762
H -2.40045 7.49060 4.06945
H -3.76994 7.42930 5.29101
H -2.34163 6.31166 5.43146
H -4.56984 5.27834 4.38036
H -4.16490 6.18321 2.90642
H -3.11429 2.80170 3.17047
H -0.41122 6.44967 3.18855
H -1.69563 4.02487 0.76374
H 1.54302 4.21258 2.57872
H 1.57365 1.92416 2.38365
H -0.56571 2.16604 0.31750
H 0.78170 3.30311 0.10931
H 1.04372 1.46871 0.16675
C -0.12855 -2.54147 -5.47336
C -0.46557 -1.11658 -5.05205
N -0.55627 -0.94611 -3.61359
C -1.15343 0.32391 -3.21792
C -0.40305 1.61041 -3.57122
C 0.61044 -1.35239 -2.84771
C 1.95173 -0.68990 -3.17890
H -0.83547 -3.25485 -5.04586
H -0.18100 -2.62534 -6.56094
H 0.88148 -2.82811 -5.17458
H -1.43532 -0.86910 -5.49308
H 0.26909 -0.43234 -5.50198
H -1.34016 0.31046 -2.14015
H -2.14877 0.37929 -3.67267
H 0.46577 1.76196 -2.93170
H -1.05987 2.47032 -3.42090
H -0.07868 1.62943 -4.61349
H 0.73230 -2.43405 -2.96153
H 0.40543 -1.21760 -1.78171
H 2.13529 -0.63115 -4.25331
H 2.76598 -1.27474 -2.74227
H 2.02354 0.31293 -2.75931
C 3.85805 -5.93566 1.14623
C 2.88590 -4.76996 1.01626
N 1.74439 -5.06117 0.16653
C 0.97516 -3.87657 -0.19001
C 0.26215 -3.11687 0.92922
C 0.96098 -6.23081 0.52771
C 0.35288 -6.28095 1.93332
H 4.18830 -6.28279 0.16545
H 4.73995 -5.61776 1.70583
H 3.41814 -6.77690 1.68525
H 3.43935 -3.93385 0.57994
H 2.57844 -4.45282 2.02328
H 0.23924 -4.14290 -0.95496
H 1.65334 -3.17390 -0.68684
H -0.62434 -3.64402 1.28042
H -0.07426 -2.14748 0.55337
H 0.91455 -2.92335 1.78196
H 1.59355 -7.11542 0.40308
H 0.16335 -6.36712 -0.20823
H 1.06058 -5.97608 2.70602
H 0.04420 -7.30448 2.16201
H -0.53693 -5.65769 2.01302
*
```

For the electronic energy, the calculation gives -66704.822 eV. For the LUMO energy, the calculation gives 0.071 hartree. Its largest force on an atom is 4.51 eV Å⁻¹. The frontier orbital gap comes out at 6.97 eV. The highest occupied orbital energy comes out at -0.18550 Ha.

=====

Entry 2:
Below is a structure of composition C5H8OS in a non-equilibrium geometry, with properties calculated with wB97M-V/def2-TZVPD.

```
! wB97M-V def2-TZVPD RIJCOSX def2/J DEFGRID3
* xyz 0 1
C 2.05451 -0.03830 0.04840
C 0.10369 1.19363 0.13136
C -0.71568 -0.07958 -0.06674
C -2.02153 -0.06519 -0.79673
C -1.99483 0.22173 0.72268
H 2.70429 -0.09563 -0.78220
H 2.46369 0.18785 1.12211
H -0.35529 2.03532 -0.26994
H 0.31574 1.56624 1.21194
H -2.74036 -1.22181 -0.72134
H -2.24702 0.77834 -1.48592
H -2.50387 -0.49701 1.15857
H -2.15324 1.33129 1.08958
O 1.40263 1.10434 -0.33935
S 0.54613 -1.26956 0.07239
*
```

For the electronic energy, the calculation gives -18192.966 eV. The energy above the lowest of the compared OMol25 structures with the same formula, charge and spin is 100.0 kcal/mol. For the LUMO energy, the calculation gives 0.032 hartree. Its largest force on an atom is 5.54 eV Å⁻¹. The frontier orbital gap comes out at 9.45 eV. The highest occupied orbital energy comes out at -0.31486 Ha.

=====

Entry 3:
Below is a structure of composition C21H17N3O4 in a non-equilibrium geometry, with properties calculated with wB97M-V/def2-TZVPD.

```
! wB97M-V def2-TZVPD RIJCOSX def2/J DEFGRID3
* xyz 0 1
O -5.31642 -0.60490 1.07977
C -4.05742 -0.27163 0.89838
N -3.72733 1.17212 0.81816
N -2.58212 1.42500 0.57845
C -2.28787 2.48504 0.19362
C -0.98716 2.84869 0.12991
C -0.37050 3.94743 -0.18314
C 1.05208 3.74787 -0.59994
C 1.11767 2.42525 -0.20821
C 2.33276 1.44965 -0.00687
C 2.04555 0.45893 0.63932
C 3.07096 -0.50917 0.65718
C 4.46250 -0.46273 0.16898
C 4.64401 1.03162 -0.29882
C 3.55606 1.81022 -0.60087
H 3.65086 2.74591 -0.83040
H 5.63413 1.05040 -0.65840
H 5.21429 -1.03475 0.48687
N 3.07704 -1.76307 1.35994
O 3.86048 -2.61623 1.53194
O 1.85336 -2.06913 1.86314
H 1.01360 0.07205 1.14711
O -0.05328 2.04731 0.27718
H 1.80674 4.42285 -0.61185
H -0.72667 5.19970 -0.78911
H -2.93540 3.51908 0.28741
H -4.64517 1.57214 0.86203
C -2.99676 -0.98929 0.73765
C -3.29488 -2.66281 0.72836
C -2.83166 -1.85796 -0.52287
C -1.52467 -1.68019 -1.28921
C -0.42274 -2.33438 -0.76724
C 0.85769 -2.21206 -1.27330
C 0.91311 -1.77556 -2.55598
C -0.22662 -1.17916 -3.12602
C -1.37528 -0.99162 -2.45448
H -2.27018 -0.78007 -3.14114
H -0.12353 -0.61897 -3.83189
H 1.87369 -1.55527 -3.01729
H 1.58352 -2.56860 -0.74279
H -0.35926 -2.84182 0.49646
H -3.81983 -1.56880 -1.04849
H -2.57078 -3.31702 1.08463
H -4.27459 -3.14383 0.70560
H -2.23355 -0.71246 1.15076
*
```

For the electronic energy, the calculation gives -34693.293 eV. The energy above the lowest of the compared OMol25 structures with the same formula, charge and spin is 461.4 kcal/mol. For the LUMO energy, the calculation gives -0.047 hartree. Its largest force on an atom is 13.96 eV Å⁻¹. The frontier orbital gap comes out at 6.91 eV. The highest occupied orbital energy comes out at -0.30089 Ha.

=====

Entry 4:
Below is a structure of composition C8H31BClN9O5V in a non-equilibrium geometry, with properties calculated with wB97M-V/def2-TZVPD.

```
! wB97M-V def2-TZVPD RIJCOSX def2/J DEFGRID3
* xyz 0 4
V 9.14581 -21.05799 -0.85334
B 8.65613 -19.74118 -2.81684
H 7.94398 -19.46374 -3.57850
H 9.01200 -20.74166 -3.00820
H 9.54358 -19.12811 -2.78812
H 8.15034 -19.70287 -1.86450
Cl 7.12389 -20.31117 0.67830
C 1.95250 -22.51474 0.86072
C 3.21593 -23.20887 0.39309
C 3.74821 -24.20185 1.47998
O 4.95539 -24.78187 1.11902
C 6.13823 -24.06168 1.58206
N 2.96794 -23.75873 -0.95630
H 2.16945 -21.90419 1.73723
H 1.22577 -23.21882 1.26599
H 1.49799 -21.90377 0.08083
H 3.88556 -22.36668 0.21872
H 3.11336 -25.08712 1.51717
H 3.86238 -23.71606 2.44904
H 7.05260 -24.54591 1.23923
H 6.17185 -24.17483 2.66565
H 6.11354 -23.00138 1.33053
H 2.24212 -23.36877 -1.54045
H 2.50302 -24.63876 -0.78457
C 7.94003 -21.69298 4.60064
O 7.00226 -22.46635 4.64667
N 8.71287 -21.27483 5.56146
N 8.41706 -21.01141 3.53660
H 8.41914 -21.61488 6.46600
H 9.47925 -20.64355 5.37641
H 8.00925 -21.23286 2.63952
H 9.15694 -20.32400 3.54851
C 7.47071 -16.53842 3.42020
O 8.67725 -16.57672 3.30904
N 6.63615 -17.37136 2.84740
N 6.87076 -15.70200 4.11453
H 5.66107 -17.19233 3.04046
H 6.97837 -18.16686 2.32763
H 7.51697 -15.05307 4.54042
H 5.89009 -15.69659 4.35609
C 3.29535 -18.82970 0.28762
O 2.32660 -18.08937 0.31556
N 4.18507 -18.82422 -0.61927
N 3.74064 -19.57788 1.31077
H 5.03946 -19.33752 -0.45604
H 4.03874 -18.04601 -1.24622
H 4.51900 -20.21548 1.22292
H 3.21486 -19.67769 2.16733
C 6.89370 -23.27320 -1.97968
O 7.92183 -22.72515 -1.64323
N 5.74453 -22.70425 -1.61787
N 6.79501 -24.34410 -2.72570
H 4.87341 -23.21501 -1.63720
H 5.83545 -21.93209 -0.97319
H 7.56427 -24.84498 -3.14696
H 5.83431 -24.52213 -2.98156
*
```

For the electronic energy, the calculation gives -71332.995 eV. The energy above the lowest of the compared OMol25 structures with the same formula, charge and spin is 93.8 kcal/mol. For the LUMO energy (alpha / beta), the calculation gives -0.052 / -0.053 hartree. Its largest force on an atom is 8.78 eV Å⁻¹. The frontier orbital gap (alpha / beta) comes out at 8.13 / 8.10 eV. The highest occupied orbital energy (alpha / beta) comes out at -0.35115 / -0.35116 Ha.

=====

What is the largest force on an atom in the fourth record? 8.78 eV Å⁻¹

=====

electronic energy of number 2 (C5H8OS)? -18192.966 eV